Entry 1:
A cluster of 6 separate species, C36H36 in total, computed with ωB97M-V/def2-TZVPD.

## Properties
structure (SMILES) = c1ccccc1.c1ccccc1.c1ccccc1.c1ccccc1.c1ccccc1.c1ccccc1
relative energy (zero: lowest compared OMol25 entry of this formula, charge and spin) = 0.0 kJ/mol
energy = -37915.62974 eV
E_HOMO = -9.2 eV
maximum force = 0.992 eV/Å

Last column: Mulliken charge in e.
Atoms and positions in Å:
C -3.430 0.813 2.207  -0.35
C -2.439 1.744 2.431  -0.63
C -1.898 2.455 1.362  -0.11
C -2.343 2.206 0.070  -0.40
C -3.347 1.272 -0.152  0.09
C -3.895 0.574 0.921  -0.78
H -3.861 0.295 3.056  0.39
H -2.101 1.967 3.436  0.48
H -1.079 3.141 1.552  0.32
H -1.822 2.652 -0.768  0.41
H -3.606 1.031 -1.177  0.31
H -4.633 -0.206 0.780  0.38
C 2.763 -0.399 -1.702  -0.75
C 2.749 -1.486 -0.850  -0.63
C 1.756 -1.625 0.119  -0.74
C 0.735 -0.680 0.173  -0.26
C 0.710 0.394 -0.701  0.38
C 1.758 0.552 -1.606  -0.36
H 3.551 -0.230 -2.425  0.41
H 3.488 -2.275 -0.937  0.35
H 1.683 -2.518 0.725  0.55
H -0.036 -0.802 0.927  0.68
H -0.054 1.155 -0.629  0.09
H 1.659 1.328 -2.358  0.18
C 0.986 -4.499 -1.735  0.31
C -0.200 -5.146 -2.029  -0.41
C -0.325 -6.508 -1.807  -0.43
C 0.794 -7.269 -1.477  -0.45
C 2.019 -6.638 -1.324  -0.52
C 2.095 -5.243 -1.385  -0.43
H 1.067 -3.420 -1.751  0.23
H -1.064 -4.595 -2.379  0.35
H -1.273 -7.023 -1.902  0.37
H 0.725 -8.348 -1.423  0.35
H 2.924 -7.198 -1.125  0.36
H 3.072 -4.797 -1.247  0.27
C -3.884 0.584 -4.019  -0.52
C -2.679 1.263 -4.122  -0.41
C -1.516 0.674 -3.659  -0.49
C -1.561 -0.613 -3.125  0.02
C -2.761 -1.297 -3.055  -0.43
C -3.934 -0.674 -3.440  -0.50
H -4.813 1.030 -4.355  0.36
H -2.693 2.244 -4.580  0.39
H -0.585 1.222 -3.741  0.39
H -0.618 -1.068 -2.847  0.45
H -2.776 -2.316 -2.687  0.32
H -4.858 -1.223 -3.312  0.39
C 0.147 6.260 -0.083  -0.41
C 0.011 5.333 -1.105  -0.51
C 0.676 4.117 -1.048  -0.08
C 1.466 3.813 0.054  -0.18
C 1.635 4.757 1.056  -0.55
C 0.982 5.988 0.996  -0.47
H -0.428 7.177 -0.108  0.38
H -0.680 5.570 -1.905  0.37
H 0.543 3.424 -1.870  0.29
H 1.939 2.843 0.130  0.39
H 2.278 4.536 1.900  0.40
H 1.132 6.723 1.775  0.39
C 3.533 -0.293 4.781  -0.49
C 2.840 -0.559 5.961  -0.38
C 1.464 -0.378 6.024  -0.44
C 0.778 0.110 4.924  -0.32
C 1.464 0.432 3.768  -0.20
C 2.846 0.227 3.698  -0.43
H 4.593 -0.512 4.775  0.37
H 3.344 -0.965 6.829  0.34
H 0.930 -0.580 6.944  0.36
H -0.300 0.220 4.961  0.36
H 1.015 0.792 2.851  0.44
H 3.338 0.463 2.762  0.39

=====

Entry 2:
A cluster of 3 separate species, C36H36B3O11P in total, computed with ωB97M-V/def2-TZVPD.

## Properties
structure (SMILES) = CC(C)C[C@H](C)COB1OBOB(CP(=O)(O)O)O1.O=C1c2ccccc2C(=O)c2ccccc21.O=C1c2ccccc2C(=O)c2ccccc21
relative energy (zero: lowest compared OMol25 entry of this formula, charge and spin) = 0.0 kJ/mol
energy = -71769.37529 eV
E_HOMO = -9.8 eV
maximum force = 0.860 eV/Å

Last column: Mulliken charge in e.
Atoms and positions in Å:
C 0.302 0.130 3.333  -1.33
C -0.638 1.152 2.683  0.92
C -0.332 1.267 1.185  -1.64
C -0.691 2.497 3.446  -1.48
C 0.151 3.666 2.921  1.29
C 1.650 3.344 2.907  -1.64
C -0.215 4.934 3.737  -0.98
O 0.904 5.643 4.285  -0.59
B 1.305 5.457 5.565  0.92
O 2.371 4.638 5.906  -0.37
B 3.281 5.186 6.775  0.65
O 2.838 6.138 7.669  -0.68
B 1.486 6.439 7.715  0.54
C 0.858 7.078 9.000  -0.35
P 0.510 5.898 10.307  0.86
O 0.530 6.448 11.665  -0.70
O 1.519 4.675 10.064  -0.54
O -0.866 5.205 9.874  -0.50
O 0.714 6.154 6.614  -0.48
H 1.338 0.287 3.026  0.33
H 0.252 0.181 4.423  0.40
H 0.018 -0.881 3.035  0.17
H -1.645 0.729 2.750  0.38
H -0.787 2.149 0.731  0.38
H -0.726 0.393 0.661  0.45
H 0.741 1.288 0.993  0.27
H -1.736 2.822 3.500  0.36
H -0.373 2.326 4.482  0.28
H -0.157 3.869 1.892  0.34
H 1.913 2.632 3.691  0.21
H 2.254 4.238 3.042  0.47
H 1.931 2.895 1.954  0.36
H -0.895 4.668 4.552  0.45
H -0.744 5.648 3.107  0.22
H 4.426 4.877 6.756  -0.13
H 1.555 7.790 9.449  0.28
H -0.077 7.591 8.771  0.23
H 2.274 4.750 10.653  0.34
H -1.548 5.421 10.519  0.34
C -1.091 -7.339 2.840  -0.46
C -0.858 -6.104 3.435  -0.60
C -0.518 -5.011 2.657  -0.40
C -0.403 -5.149 1.279  0.21
C -0.625 -6.391 0.683  0.33
C -0.975 -7.483 1.468  -0.65
C -0.485 -6.578 -0.791  0.55
O -0.692 -7.655 -1.309  -0.67
C -0.078 -5.393 -1.600  0.31
C 0.101 -5.545 -2.971  -0.71
C 0.471 -4.457 -3.743  -0.56
C 0.659 -3.211 -3.156  -0.60
C 0.482 -3.055 -1.791  -0.61
C 0.118 -4.145 -1.008  0.23
C -0.048 -3.952 0.461  0.39
O 0.100 -2.864 0.975  -0.66
H -1.361 -8.191 3.450  0.39
H -0.943 -5.996 4.509  0.42
H -0.336 -4.040 3.099  0.50
H -1.148 -8.435 0.984  0.48
H -0.054 -6.522 -3.409  0.48
H 0.613 -4.572 -4.810  0.47
H 0.937 -2.368 -3.774  0.59
H 0.623 -2.095 -1.312  0.57
C -4.323 -1.349 -7.256  -0.47
C -3.661 -1.716 -6.090  -0.61
C -2.278 -1.694 -6.038  -0.47
C -1.549 -1.309 -7.158  0.28
C -2.213 -0.952 -8.332  0.34
C -3.602 -0.968 -8.375  -0.68
C -1.457 -0.561 -9.559  0.51
O -2.032 -0.239 -10.575  -0.66
C 0.033 -0.588 -9.487  0.21
C 0.765 -0.270 -10.625  -0.61
C 2.149 -0.279 -10.581  -0.48
C 2.809 -0.601 -9.400  -0.55
C 2.085 -0.920 -8.264  -0.48
C 0.696 -0.919 -8.304  0.21
C -0.061 -1.282 -7.074  0.46
O 0.510 -1.553 -6.038  -0.63
H -5.404 -1.362 -7.292  0.39
H -4.228 -2.020 -5.219  0.43
H -1.745 -1.973 -5.139  0.56
H -4.096 -0.681 -9.293  0.49
H 0.232 -0.020 -11.532  0.48
H 2.717 -0.035 -11.469  0.40
H 3.891 -0.603 -9.369  0.41
H 2.579 -1.174 -7.336  0.49

=====

Entry 3:
A structure of composition C36H36BrInN8O2S2 in a non-equilibrium geometry, computed with ωB97M-V/def2-TZVPD.

## Properties
net charge = +2
relative energy (zero: lowest compared OMol25 entry of this formula, charge and spin) = 154.8 kJ/mol
energy = -150806.95950 eV
E_HOMO = -12.6 eV
maximum force = 1.317 eV/Å

Last column: Mulliken charge in e.
Atoms and positions in Å:
In 0.393 -1.336 0.615  0.53
C 2.962 3.197 2.983  -0.85
C 3.181 2.472 1.820  -0.64
C 2.187 1.649 1.309  0.00
C 0.949 1.559 1.952  -1.05
C 0.745 2.268 3.142  0.30
C 1.745 3.086 3.644  -0.88
N -0.027 0.694 1.434  0.21
C -1.321 1.003 1.290  0.18
C -1.841 2.329 1.308  -0.37
C -3.177 2.566 1.162  -0.77
C -4.114 1.515 0.981  -0.94
C -3.670 0.235 0.927  -0.60
C -2.284 -0.052 1.066  0.68
N -1.783 -1.293 1.100  1.31
N -2.480 -2.340 1.159  -1.65
C -1.762 -3.522 1.306  -0.06
C -2.503 -4.696 1.437  -0.34
C -1.830 -5.889 1.616  -0.49
C -0.440 -5.883 1.664  -0.87
C 0.220 -4.676 1.533  -0.23
N -0.421 -3.519 1.359  0.22
H 3.734 3.845 3.375  0.49
H 4.125 2.567 1.299  0.50
H 2.346 1.087 0.393  0.62
H -0.193 2.161 3.672  0.59
H 1.573 3.644 4.555  0.45
H -1.148 3.150 1.429  0.57
H -3.534 3.588 1.174  0.54
H -5.164 1.741 0.871  0.47
H -4.341 -0.598 0.769  0.51
H -3.582 -4.642 1.407  0.53
H -2.383 -6.813 1.727  0.45
H 0.117 -6.799 1.799  0.46
H 1.300 -4.629 1.584  0.43
C 3.026 -2.049 -1.764  -1.20
O 2.157 -0.958 -1.431  0.36
C 1.905 -0.074 -2.461  -0.58
C 2.750 0.100 -3.544  -0.43
C 2.399 0.983 -4.557  -0.70
Br 3.565 1.182 -6.031  -0.16
C 1.224 1.707 -4.500  -0.64
C 0.388 1.549 -3.400  0.70
C 0.723 0.651 -2.394  0.43
O -0.140 0.420 -1.340  1.16
C -0.885 2.281 -3.322  -0.35
N -1.799 2.283 -4.240  -0.70
C -2.824 3.078 -3.752  0.44
C -4.034 3.439 -4.341  -0.79
C -4.862 4.287 -3.633  -0.51
C -4.509 4.769 -2.365  -0.75
C -3.318 4.414 -1.760  -0.66
C -2.490 3.558 -2.474  0.40
N -1.252 3.001 -2.193  0.03
H 2.765 -2.456 -2.742  0.55
H 2.889 -2.811 -1.002  0.26
H 4.069 -1.734 -1.759  0.28
H 3.680 -0.443 -3.625  0.60
H 0.938 2.385 -5.291  0.66
H -0.907 1.008 -1.468  -0.23
H -4.297 3.068 -5.322  0.48
H -5.798 4.606 -4.070  0.41
H -5.181 5.441 -1.848  0.42
H -3.035 4.806 -0.791  0.60
H -0.622 3.343 -1.485  0.22
C -2.121 -2.325 -2.012  -0.95
S -0.334 -2.487 -1.807  0.62
C -0.198 -4.289 -1.772  -1.03
H -2.382 -2.794 -2.958  0.63
H -2.358 -1.264 -2.060  0.09
H -2.660 -2.795 -1.192  0.19
H -0.854 -4.716 -1.017  0.25
H 0.840 -4.538 -1.558  0.29
H -0.462 -4.666 -2.758  0.53
S 2.644 -2.226 1.583  -0.31
C 3.273 -1.398 2.936  0.49
N 4.287 -1.896 3.629  -0.20
C 4.721 -1.001 4.707  -0.54
C 3.781 0.211 4.525  -0.52
N 2.908 -0.225 3.429  0.24
H 4.711 -2.789 3.449  0.20
H 5.768 -0.735 4.581  0.33
H 4.596 -1.480 5.677  0.31
H 4.321 1.112 4.240  0.30
H 3.198 0.422 5.419  0.32
H 2.218 0.377 3.003  0.13